{"formula": "C12H23HgN3O3", "method": "wB97M-V/def2-TZVPD", "total_energy_ha": -1013.837527, "fmax_ha_per_bohr": 0.070, "charge": 2, "relative_energy_kj_mol": 0.00, "symbols": ["Hg", "O", "C", "O", "C", "O", "N", "C", "C", "H", "H", "H", "H", "C", "C", "H", "H", "H", "C", "N", "C", "C", "C", "N", "C", "C", "H", "H", "H", "H", "H", "H", "H", "H", "H", "H", "H", "H", "H", "H", "H", "H"], "xyz": [[-0.26530, -0.08208, -0.07890], [-0.95286, 0.98668, -1.74909], [-0.67878, 0.62619, -2.95551], [1.23052, -1.28973, -1.30580], [0.99825, -1.25560, -2.54207], [1.67153, -2.11167, -3.25569], [0.15215, -0.44524, -3.31251], [1.26728, -1.99357, -4.60567], [0.42665, -0.76219, -4.73510], [0.69663, -2.88076, -4.82393], [2.18097, -1.94103, -5.16946], [-0.52006, -0.92678, -5.24670], [0.96570, 0.06701, -5.19002], [-1.29622, 1.46293, -3.91232], [-1.43439, 2.79206, -3.66902], [-1.68211, 0.93766, -4.76210], [-1.02523, 3.28400, -2.77827], [-1.90660, 3.36992, -4.45700], [-0.33113, 2.56810, 1.22378], [0.81555, 1.65416, 1.07949], [1.90767, 2.22560, 0.27323], [1.22090, 0.89272, 2.29796], [0.13063, -0.08584, 2.80103], [-0.21249, -1.16417, 1.80424], [0.79942, -2.22770, 1.63551], [-1.58934, -1.69440, 1.88254], [-0.62668, 2.96653, 0.22909], [-0.01610, 3.38122, 1.89462], [-1.20665, 2.03267, 1.64114], [2.33511, 3.05848, 0.85786], [2.68164, 1.46178, 0.06805], [1.52147, 2.59878, -0.69984], [2.15578, 0.34284, 2.05431], [1.41509, 1.66405, 3.06619], [0.49074, -0.64863, 3.67688], [-0.81002, 0.45054, 3.03247], [0.82073, -2.79322, 2.57729], [0.53048, -2.88714, 0.78455], [1.78710, -1.78142, 1.42513], [-2.32252, -0.86608, 1.85534], [-1.79911, -2.36703, 1.02250], [-1.66237, -2.24513, 2.82724]], "forces_ev_per_angstrom": [[0.07, 0.10, 0.70], [1.06, -1.47, -1.80], [0.60, -0.09, 3.26], [-1.11, 0.86, -2.45], [1.24, -0.76, 3.27], [-0.64, 0.95, 0.27], [-0.54, 0.71, 0.32], [0.31, -1.02, -1.17], [-0.54, 1.01, 0.11], [0.00, -0.38, -0.37], [0.12, -0.15, -0.54], [0.20, -0.11, -0.15], [-0.08, 0.04, -0.06], [-0.33, 1.22, -0.76], [0.18, -1.28, -0.70], [-0.12, 0.38, -0.78], [-0.25, -0.28, -0.49], [-0.01, 0.23, 0.33], [0.23, 0.23, 0.35], [-0.71, -1.66, -1.08], [0.21, 0.18, 0.43], [0.01, 0.82, -0.26], [-0.06, -0.73, -0.04], [-0.10, 1.33, -1.91], [0.20, -0.19, 0.32], [-0.40, -0.31, 0.52], [0.31, -0.18, 0.69], [-0.51, 0.10, -0.16], [0.47, 0.43, -0.08], [0.20, -0.12, -0.53], [-0.36, 0.41, 0.22], [0.15, -0.16, 0.71], [-0.53, 0.47, 0.26], [0.13, -0.69, 0.17], [-0.09, 0.65, 0.09], [0.56, -0.38, 0.05], [0.24, -0.13, -0.29], [0.10, 0.41, 0.65], [-0.46, -0.28, 0.19], [0.39, -0.45, 0.20], [0.27, 0.35, 0.68], [-0.43, -0.07, -0.17]], "nbo_charge": [1.5405, -0.7102, 0.7191, -0.6958, 0.9235, -0.3857, -0.4612, -0.1001, -0.2375, 0.2233, 0.2404, 0.2425, 0.2389, -0.3768, -0.1540, 0.2500, 0.2252, 0.2445, -0.4395, -0.5550, -0.4232, -0.2525, -0.2502, -0.5235, -0.4375, -0.4318, 0.2237, 0.2181, 0.2048, 0.2146, 0.2223, 0.2109, 0.2292, 0.2333, 0.2409, 0.2316, 0.2246, 0.2355, 0.2260, 0.2218, 0.2271, 0.2224]}

=====

{"formula": "C12H23I2NO2P2Yb", "method": "wB97M-V/def2-TZVPD", "total_energy_ha": -3112.436776, "s2": 2.01, "fmax_ha_per_bohr": 0.088, "spin_multiplicity": 3, "charge": 2, "relative_energy_kj_mol": 148.90, "symbols": ["I", "I", "Yb", "P", "C", "C", "H", "H", "H", "H", "H", "H", "C", "H", "H", "H", "P", "C", "C", "H", "H", "H", "C", "H", "H", "H", "H", "H", "H", "C", "O", "O", "N", "C", "C", "C", "C", "C", "H", "H", "H", "H", "H"], "xyz": [[0.00100, -0.93715, -5.39613], [-0.00163, 1.43691, -3.78172], [0.06690, 0.99956, -0.25171], [-2.50628, -0.06120, -0.28454], [-3.78026, -0.11347, -1.57587], [-3.04264, -1.40405, 0.82786], [-4.09563, -1.21457, 1.14168], [-4.20844, 1.10743, 0.86936], [-2.37424, -1.40980, 1.71571], [-2.59068, 1.36371, 1.66662], [-3.65099, -1.05603, -2.12826], [-2.95527, -2.38199, 0.30812], [-3.13325, 1.31300, 0.70894], [-4.78109, -0.04883, -1.11395], [-3.01049, 2.27426, 0.18330], [-3.58959, 0.73653, -2.24995], [2.51945, -0.07369, -0.29012], [3.78658, -0.13466, -1.56198], [3.15194, 1.31264, 0.67048], [2.35814, -1.40985, 1.70125], [4.09581, -1.22058, 1.12285], [2.93785, -2.38448, 0.28555], [3.03736, -1.41407, 0.81988], [2.60249, 1.38508, 1.62071], [4.22300, 1.09179, 0.83814], [4.77437, -0.07120, -1.06766], [3.59240, 0.72035, -2.23004], [3.04276, 2.26252, 0.12187], [3.64058, -1.08270, -2.10108], [-0.00853, -0.68901, -1.84038], [0.00391, -1.64639, -2.48620], [0.10070, 0.89634, 1.89457], [0.02317, 0.84078, 3.27953], [-1.19104, 0.87722, 3.92954], [-1.16817, 1.32388, 5.24967], [0.01335, 1.46501, 6.01017], [1.23811, 1.30350, 5.31049], [1.20741, 0.81945, 3.98884], [-2.20762, 0.81176, 3.46666], [-2.08333, 1.47512, 5.80511], [-0.07386, 1.86878, 7.03976], [2.14396, 1.55007, 5.87731], [2.08387, 0.64104, 3.38621]], "forces_ev_per_angstrom": [[0.00, -0.66, -1.10], [0.00, 1.40, 0.44], [-0.54, 1.36, 0.11], [-1.01, -0.34, 0.42], [0.35, -0.01, -0.31], [0.23, -0.51, 0.18], [0.73, -0.27, -0.22], [0.46, 0.43, 0.14], [-0.49, -0.13, -0.45], [-0.37, 0.09, -0.48], [-0.28, 0.34, 0.02], [-0.14, 0.53, 0.46], [-0.27, 0.63, 0.27], [0.41, -0.07, -0.35], [-0.20, -0.22, 0.23], [-0.35, -0.33, 0.08], [1.10, -0.55, 0.38], [-0.25, -0.05, -0.39], [0.27, 0.63, 0.41], [0.58, -0.18, -0.45], [-0.82, -0.37, -0.16], [0.18, 0.53, 0.53], [-0.19, -0.45, 0.21], [0.40, 0.14, -0.35], [-0.45, 0.48, 0.14], [-0.39, -0.10, -0.54], [0.45, -0.39, 0.03], [0.21, -0.19, 0.23], [0.41, 0.37, -0.06], [0.13, -4.01, -2.10], [-0.09, 2.05, 2.00], [-0.35, -0.75, 2.59], [-0.20, -0.50, -0.60], [0.33, 1.59, 0.34], [0.62, -1.16, 1.16], [-0.01, 0.94, -1.70], [-1.05, -0.76, 0.79], [-1.04, 1.70, 0.20], [1.64, -0.11, -0.23], [-0.30, -0.10, -0.40], [0.38, -0.49, -0.83], [-0.05, -0.58, -0.72], [-0.02, 0.09, 0.06]], "nbo_charge": [0.3809, -0.1230, 1.2244, 0.8054, -0.9245, -0.9251, 0.2497, 0.2580, 0.2382, 0.2274, 0.2539, 0.2611, -0.9493, 0.2543, 0.2451, 0.2510, 0.8035, -0.9275, -0.9548, 0.2397, 0.2505, 0.2627, -0.9260, 0.2351, 0.2602, 0.2536, 0.2518, 0.2459, 0.2546, 0.3854, -0.5218, -0.7155, 0.0537, 0.0210, -0.2082, -0.1137, -0.2031, 0.0397, 0.2552, 0.2566, 0.2664, 0.2702, 0.2370]}

=====

{"formula": "C12H23IN4O5", "method": "wB97M-V/def2-TZVPD", "total_energy_ha": -1363.675555, "fmax_ha_per_bohr": 0.079, "charge": 0, "symbols": ["C", "C", "C", "I", "C", "C", "C", "C", "N", "C", "C", "O", "C", "N", "N", "C", "O", "C", "H", "H", "H", "H", "H", "H", "H", "H", "H", "H", "H", "H", "H", "H", "H", "H", "H", "H", "H", "H", "H", "H", "H", "N", "O", "O", "O"], "xyz": [[3.83879, -0.62785, 0.94087], [2.45813, -0.49309, 1.66816], [1.65913, 0.79621, 1.28018], [0.96578, 1.75225, 3.12656], [0.47148, 0.56639, 0.30519], [0.98677, 0.48723, -1.17142], [1.58771, 1.87478, -1.61385], [2.94999, 1.62155, -2.31949], [-0.24856, 0.30688, -1.97304], [-0.62401, -1.11325, -1.82255], [-0.46404, -1.65945, -0.38087], [0.70937, -2.52470, -0.33527], [0.36695, -3.59831, 0.34634], [0.14327, -4.56137, 0.87897], [-0.40985, -0.58904, 0.66110], [-1.85621, -0.19942, 0.86348], [-1.99170, 0.75028, 1.86322], [-3.36933, 0.91053, 2.24630], [4.06915, -1.68681, 0.73051], [4.62882, -0.28588, 1.63392], [3.90909, -0.04811, 0.00827], [1.88935, -1.43366, 1.57030], [2.69690, -0.40074, 2.74077], [2.38960, 1.50963, 0.87278], [-0.14039, 1.48546, 0.32809], [1.70663, -0.34615, -1.32120], [1.64267, 2.56317, -0.75648], [0.91522, 2.32663, -2.36510], [3.70209, 1.35211, -1.55665], [3.32768, 2.54183, -2.79933], [2.86106, 0.80103, -3.05335], [-0.07940, 0.55173, -2.94364], [0.06275, -1.71477, -2.46120], [-1.63740, -1.28401, -2.22544], [-1.33084, -2.31777, -0.19935], [-0.13936, -1.05275, 1.54089], [-2.34780, -1.12988, 1.23191], [-2.36041, 0.04038, -0.09585], [-3.91483, -0.05241, 2.19443], [-3.41054, 1.22852, 3.30184], [-3.92761, 1.64772, 1.64673], [-5.42704, 0.50625, -0.64937], [-6.24320, 0.95572, 0.16998], [-4.75082, -0.51537, -0.35845], [-5.26500, 1.05845, -1.74886]], "forces_ev_per_angstrom": [[-0.09, -0.24, 0.42], [0.69, 0.32, 0.35], [0.00, -1.20, 0.64], [0.14, -0.11, -0.45], [1.72, 1.76, -0.56], [-1.12, 1.30, -0.22], [0.39, -1.00, -0.48], [0.05, 0.60, 0.79], [0.52, -1.05, 1.31], [0.38, 0.18, -1.37], [-0.66, -0.29, -1.79], [-1.01, 0.16, 0.89], [1.76, 2.99, -2.12], [-0.86, -2.98, 1.87], [-0.44, -0.34, 0.01], [-2.22, -0.73, 0.65], [0.64, 0.01, -0.59], [-1.09, -0.20, 0.67], [-0.16, 0.47, -0.06], [-0.30, 0.03, -0.49], [-0.09, -0.29, 0.31], [0.03, 0.49, -0.09], [-0.22, -0.25, -0.48], [-0.65, -0.17, 0.01], [-0.07, -0.68, 0.04], [-0.13, 0.40, 0.14], [0.19, -0.13, -0.44], [0.04, -0.18, 0.58], [-0.20, -0.09, -0.46], [-0.25, -0.49, 0.02], [0.09, 0.45, 0.25], [-0.16, -0.25, 0.09], [-0.39, -0.09, 0.55], [0.26, 0.12, 0.57], [0.30, 0.55, 0.32], [0.27, 0.49, -0.07], [0.28, 0.27, -0.41], [0.55, 0.19, 0.24], [0.29, 0.45, -0.23], [0.43, -0.01, -0.48], [0.47, -0.36, -0.10], [-0.23, 0.40, -0.16], [0.09, -0.06, 0.16], [0.61, -0.35, 0.22], [0.16, -0.06, -0.04]], "nbo_charge": [-0.6179, -0.4610, -0.2998, 0.1168, -0.0936, -0.0633, -0.4055, -0.6073, -0.6167, -0.2783, 0.2426, -0.4755, 0.4891, -0.3293, -0.4103, 0.0977, -0.5482, -0.2729, 0.2262, 0.2249, 0.2037, 0.1936, 0.2397, 0.2454, 0.2704, 0.1892, 0.2138, 0.2258, 0.2001, 0.2273, 0.2089, 0.3866, 0.2114, 0.2617, 0.2551, 0.4568, 0.1901, 0.2561, 0.2090, 0.1963, 0.2218, 0.7076, -0.5296, -0.6271, -0.5314]}

=====

{"formula": "C12H23IO8", "method": "wB97M-V/def2-TZVPD", "total_energy_ha": -1370.622885, "fmax_ha_per_bohr": 0.040, "charge": 0, "symbols": ["C", "C", "O", "C", "O", "C", "O", "O", "I", "H", "H", "H", "H", "H", "H", "H", "O", "C", "O", "C", "C", "C", "H", "H", "H", "H", "H", "H", "H", "H", "O", "C", "O", "C", "C", "C", "H", "H", "H", "H", "H", "H", "H", "H"], "xyz": [[0.59048, 1.06552, 1.67380], [-0.68241, 1.77045, 1.28182], [-1.79049, 0.91926, 1.46961], [-0.95645, 3.03309, 2.11154], [0.20086, 3.73238, 2.59758], [0.81020, 4.53633, 1.71855], [1.17137, 5.65794, 2.00437], [0.95767, 3.99337, 0.47970], [2.80245, 4.17346, -0.25395], [1.47197, 1.67451, 1.58918], [0.67890, 0.18263, 1.05576], [0.50614, 0.72175, 2.69841], [-0.62572, 2.08309, 0.24270], [-2.12826, 0.71668, 0.59308], [-1.47221, 2.68264, 2.99085], [-1.61611, 3.70619, 1.57935], [-2.78662, -0.00887, -1.03291], [-2.47729, 0.50116, -2.07856], [-1.43053, 0.00433, -2.74032], [-1.07904, 0.39843, -4.07048], [-0.18011, 1.61662, -4.07577], [-3.18178, 1.72779, -2.60597], [-1.97209, 0.53955, -4.67995], [-0.54809, -0.45635, -4.48355], [-0.68292, 2.49016, -3.66028], [0.13170, 1.85227, -5.09293], [0.70734, 1.43073, -3.47168], [-2.67997, 2.61434, -2.22016], [-4.20337, 1.71580, -2.23709], [-3.22269, 1.77934, -3.69119], [2.68238, -1.99766, 0.02202], [2.37540, -2.84237, 0.81176], [2.17726, -4.09958, 0.37108], [2.00533, -5.21283, 1.24870], [0.55789, -5.39450, 1.65584], [2.12331, -2.52318, 2.26749], [2.66805, -5.13167, 2.11107], [2.33998, -6.07598, 0.67618], [0.19134, -4.54219, 2.22743], [0.44458, -6.29100, 2.26564], [-0.07145, -5.49050, 0.77190], [1.07313, -2.26414, 2.39641], [2.72976, -1.66189, 2.53303], [2.39014, -3.32709, 2.94998]], "forces_ev_per_angstrom": [[-0.38, -0.39, 0.18], [0.33, 0.68, 0.00], [-0.09, 0.21, 0.09], [-0.01, -0.97, 0.07], [-0.14, 0.37, -0.57], [0.27, 1.95, 0.68], [-0.09, -1.54, -0.27], [0.19, -0.34, 0.14], [-0.24, 0.09, -0.09], [0.36, 0.25, -0.15], [0.24, -0.21, -0.25], [-0.01, -0.01, 0.34], [0.09, -0.13, -0.34], [-0.37, -0.45, -0.08], [-0.10, 0.07, 0.44], [-0.08, 0.30, -0.13], [-0.03, -0.01, 0.19], [0.05, 0.34, -0.10], [0.03, -0.31, -0.05], [0.15, 0.17, -0.20], [-0.04, 0.06, 0.15], [-0.28, -0.21, -0.20], [-0.03, 0.03, 0.05], [0.00, -0.07, 0.09], [-0.04, 0.02, -0.06], [0.00, -0.01, -0.02], [0.03, -0.05, -0.03], [0.04, 0.02, -0.02], [0.04, 0.02, 0.15], [0.14, 0.09, 0.01], [0.09, 0.19, -0.23], [-0.25, 0.03, 0.30], [0.18, -0.13, -0.19], [-0.15, -0.14, 0.13], [-0.04, 0.12, 0.00], [0.38, -0.06, 0.14], [-0.02, 0.04, 0.01], [0.03, 0.04, -0.08], [0.02, -0.02, 0.05], [0.01, -0.02, 0.00], [0.02, -0.05, -0.02], [-0.03, -0.04, 0.01], [-0.09, 0.12, -0.11], [-0.18, -0.05, -0.02]], "nbo_charge": [-0.6299, 0.0724, -0.7344, -0.0901, -0.4981, 0.9757, -0.5762, -0.7208, 0.4948, 0.2106, 0.2250, 0.2062, 0.1588, 0.5014, 0.2103, 0.1810, -0.6103, 0.8153, -0.4911, -0.0694, -0.6378, -0.7462, 0.1749, 0.2036, 0.2060, 0.2214, 0.2270, 0.2463, 0.2503, 0.2232, -0.5711, 0.7990, -0.5065, -0.0681, -0.6363, -0.7473, 0.1732, 0.1960, 0.2099, 0.2171, 0.2213, 0.2491, 0.2465, 0.2175]}